(1)
# C4H10N2O

One molecule with the formula C4H10N2O (ωB97M-V with the def2-TZVPD basis set, the OMol25 dataset).

Properties
Energy relative to the best compared isomer or geometry (same formula, charge and spin) = 793.5 kJ/mol
2S+1 = 1
Gap between HOMO and LUMO = 9.9 eV
SMILES = CC/N=C\NOC
HOMO energy = -9.1 eV

Last column: natural (NBO) charge in e.
Positions of all 17 atoms, in Å:
C -3.331 -0.139 0.159  -0.614
C -1.821 0.000 -0.295  -0.244
N -1.063 1.044 -0.138  -0.469
C 0.231 1.019 0.139  0.265
N 1.201 -0.167 0.044  -0.346
O 2.309 0.604 -0.408  -0.427
C 3.419 -0.266 0.110  -0.284
H -3.312 -0.168 1.323  0.213
H -3.620 -1.241 -0.051  0.212
H -3.957 0.646 -0.443  0.224
H -1.274 -0.773 0.223  0.172
H -1.910 -0.639 -1.342  0.175
H 0.846 1.864 0.744  0.203
H 0.854 -0.405 -1.142  0.349
H 3.440 -1.312 -0.181  0.194
H 3.525 -0.309 1.416  0.177
H 4.464 0.241 -0.155  0.200


(2)
# C29H37BBr54FNO6

C29H37BBr54FNO6 as an isolated structure (ωB97M-V with the def2-TZVPD basis set, the OMol25 dataset).

Properties
2S+1 = 1
Gap between HOMO and LUMO = 8.5 eV
HOMO energy = -8.9 eV

Last column: Mulliken charge in e.
Positions of all 129 atoms, in Å:
C -1.352 1.211 0.307  -0.822
N -1.529 0.281 -0.835  0.492
C -0.772 0.804 -1.992  -0.365
B -2.959 0.251 -1.193  -0.497
O -3.536 1.437 -1.570  0.322
C -3.838 -1.110 -1.212  -0.113
C -5.087 -0.844 -0.352  -0.529
F -5.644 0.415 -0.437  -0.181
O -4.536 -0.923 0.976  -0.337
C -3.332 -1.571 0.946  -0.148
O -2.531 -1.505 1.772  -0.434
C -3.346 -2.306 -0.403  2.168
O -4.437 -3.251 -0.160  -0.681
C -2.160 -3.182 -0.803  -1.808
C -1.067 -2.657 -1.753  -0.443
C 0.265 -2.507 -1.016  0.005
C 1.448 -2.249 -1.966  -1.013
O 2.231 -1.074 -1.619  -0.386
C 2.771 -1.093 -0.408  0.241
O 3.322 -0.075 -0.015  -0.730
H -1.456 2.260 -0.006  -0.319
H -0.350 1.095 0.733  0.406
H -2.097 1.028 1.087  0.182
H -0.703 1.895 -2.002  -0.452
H 0.224 0.347 -1.974  -0.103
H -1.238 0.473 -2.929  0.484
H -4.095 1.371 -2.355  -0.120
H -4.050 -1.264 -2.277  0.654
H -5.933 -1.509 -0.518  0.378
H -4.082 -3.906 0.455  0.469
H -1.676 -3.501 0.129  0.581
H -2.568 -4.096 -1.242  0.217
H -1.320 -1.756 -2.309  0.134
H -0.892 -3.443 -2.501  0.693
H 0.452 -3.490 -0.566  0.586
H 0.195 -1.769 -0.212  -0.142
H 1.067 -2.081 -2.975  0.441
H 2.120 -3.110 -2.016  0.388
H 2.625 -1.950 0.263  0.570
C 1.907 -0.231 3.142  -0.385
Br 3.533 -1.213 3.438  0.012
Br 0.436 -1.396 2.709  0.111
Br 1.464 0.915 4.621  0.025
H 2.078 0.406 2.286  0.278
C -6.439 -0.965 -4.995  -0.148
Br -4.703 -0.904 -5.830  -0.066
Br -7.121 -2.751 -4.884  0.018
Br -6.409 -0.113 -3.272  0.091
H -7.115 -0.400 -5.621  0.070
C 7.207 -1.687 -0.340  -0.588
Br 7.867 -1.976 1.477  -0.041
Br 5.263 -1.093 -0.321  0.242
Br 8.293 -0.407 -1.271  -0.079
H 7.302 -2.624 -0.871  0.483
C -1.249 4.409 -4.367  0.101
Br -2.552 3.014 -4.634  -0.032
Br -2.015 5.957 -3.538  0.235
Br 0.301 3.792 -3.407  0.002
H -0.911 4.705 -5.351  -0.153
C 2.062 7.278 -4.669  -0.222
Br 2.800 5.769 -5.608  -0.042
Br 3.325 8.722 -4.552  -0.049
Br 0.400 7.854 -5.452  0.041
H 1.848 6.957 -3.658  0.231
C -11.420 -1.351 -5.662  -0.322
Br -12.187 -2.373 -7.095  -0.006
Br -11.094 -2.430 -4.107  -0.015
Br -9.828 -0.427 -6.232  0.027
H -12.140 -0.595 -5.383  0.363
C 5.155 -5.637 1.132  -0.546
Br 6.735 -6.617 0.624  -0.065
Br 4.505 -6.156 2.870  0.021
Br 5.473 -3.729 1.035  0.157
H 4.384 -5.893 0.420  0.411
C -3.791 9.269 -5.599  -0.393
Br -5.327 8.115 -5.651  -0.036
Br -3.077 9.430 -3.819  -0.069
Br -2.461 8.712 -6.876  0.070
H -4.120 10.255 -5.898  0.455
C 2.786 -5.090 6.700  -0.470
Br 2.352 -3.284 6.205  0.046
Br 1.610 -6.340 5.837  0.050
Br 4.636 -5.544 6.393  0.111
H 2.620 -5.175 7.765  0.327
C 0.392 4.753 5.770  -0.418
Br -1.274 3.797 5.707  -0.007
Br 1.633 3.952 6.998  -0.034
Br 1.182 4.929 4.025  -0.015
H 0.177 5.750 6.128  0.400
C 8.613 -6.116 6.494  0.467
Br 8.456 -5.496 4.677  0.021
Br 8.287 -4.708 7.756  0.132
Br 7.488 -7.641 6.824  -0.069
H 9.640 -6.432 6.638  -0.511
C -4.973 8.455 -9.757  0.041
Br -5.499 6.961 -10.856  -0.056
Br -3.483 9.394 -10.526  0.022
Br -6.449 9.633 -9.406  -0.050
H -4.649 8.055 -8.804  -0.061
C -0.674 5.938 0.578  -0.476
Br -1.137 6.741 -1.108  -0.024
Br -1.849 6.523 1.987  -0.037
Br -0.603 4.021 0.463  0.388
H 0.321 6.279 0.829  0.411
C -0.949 5.090 -8.812  0.444
Br -0.303 3.531 -9.730  -0.028
Br 0.356 6.501 -8.775  -0.029
Br -2.628 5.706 -9.519  0.086
H -1.131 4.801 -7.786  -0.428
C -5.150 3.513 1.131  -0.446
Br -6.833 2.582 1.107  -0.077
Br -3.914 2.719 2.372  0.032
Br -4.393 3.653 -0.630  -0.028
H -5.345 4.520 1.475  0.415
C -2.155 -7.861 7.607  -0.309
Br -0.449 -7.741 8.480  -0.019
Br -1.955 -8.101 5.707  -0.037
Br -3.259 -9.231 8.381  -0.033
H -2.661 -6.918 7.758  0.365
C 12.322 -4.666 6.856  -0.279
Br 14.063 -4.480 6.067  -0.029
Br 11.930 -6.513 7.257  -0.045
Br 12.119 -3.550 8.404  0.016
H 11.597 -4.339 6.121  0.298
C 8.111 -5.980 11.595  -0.375
Br 8.899 -7.574 10.862  -0.001
Br 9.263 -4.455 11.370  -0.004
Br 6.349 -5.671 10.886  0.012
H 8.000 -6.136 12.658  0.340